Formula: C29H36N4OPPd
Source: the OMol25 dataset
Level of theory: wB97M-V/def2-TZVPD

As for the total charge: +2. The LUMO energy (spin up / spin down) comes out at -6.161 / -7.693 eV. The value obtained for the HOMO energy (spin up / spin down) is -13.59 / -13.75 eV. Its total energy is -51418.7727 eV. As for the spin multiplicity: 2. The orbital gap (spin up / spin down) is 7.425 / 6.062 eV. As for the relative energy (zero: lowest compared OMol25 entry of this formula, charge and spin): 0.363 eV.

XYZ file:
```
72
Properties=species:S:1:pos:R:3:forces:R:3
Pd 0.600684 -0.603678 -0.000765 -0.2 -0.3 0.5
C 1.159520 2.743508 -0.385180 0.0 0.0 0.1
N 1.089687 1.556723 -1.237068 0.1 0.1 -0.2
C 2.343917 1.432068 -2.009003 -0.1 0.0 0.1
C -0.041244 1.516958 -2.117698 0.0 0.0 0.0
C -0.648730 2.651580 -2.633501 0.0 -0.1 0.0
C -1.713211 2.531759 -3.518183 0.0 0.0 0.0
C -2.175099 1.279154 -3.898184 0.0 0.0 0.0
C -1.577459 0.135114 -3.393668 -0.1 0.1 0.0
C -0.516167 0.250717 -2.499968 0.0 -0.1 0.0
N 0.096035 -0.852489 -1.863951 -0.1 0.1 -0.3
C 0.596870 -1.933772 -2.518555 0.1 0.0 0.0
C 0.340421 -2.241274 -3.875682 0.0 -0.1 0.0
C 0.818639 -3.414839 -4.410213 0.0 0.0 0.0
C 1.585466 -4.286378 -3.637892 0.0 0.0 0.0
C 1.936289 -3.947046 -2.333027 0.0 0.0 0.0
C 1.477394 -2.771728 -1.783856 0.0 -0.1 0.0
N 1.968729 -2.271737 -0.510726 0.2 0.1 -0.2
C 3.362419 -1.777801 -0.679384 0.0 -0.1 0.0
C 1.942679 -3.291425 0.554378 -0.1 0.0 0.0
H 1.365429 3.658873 -0.950052 0.0 0.0 0.0
H 1.983838 2.595195 0.313431 0.0 0.0 0.0
H 0.224084 2.863678 0.164264 0.1 0.0 0.0
H 2.510986 2.320892 -2.626002 0.0 0.0 0.0
H 2.297000 0.562379 -2.663095 0.0 0.0 0.0
H 3.178323 1.318767 -1.317578 0.0 0.0 0.0
H -0.288582 3.631001 -2.351332 0.0 0.0 0.0
H -2.181760 3.421063 -3.917010 0.0 0.0 0.0
H -3.011958 1.189903 -4.576964 0.0 0.0 0.0
H -1.983965 -0.835692 -3.639980 0.0 0.0 0.0
H -0.228030 -1.566516 -4.493653 0.0 0.0 0.0
H 0.602673 -3.658566 -5.441099 0.0 0.0 0.0
H 1.950430 -5.208406 -4.068695 0.0 0.0 0.0
H 2.601852 -4.590217 -1.774188 0.0 0.0 0.0
H 4.038955 -2.606930 -0.901768 0.0 0.0 0.0
H 3.669766 -1.293893 0.246643 0.0 0.0 0.0
H 3.396236 -1.063698 -1.496848 0.0 0.0 0.0
H 2.638044 -4.107329 0.348355 0.0 0.0 0.0
H 0.934130 -3.689457 0.654227 0.0 0.0 0.0
H 2.248244 -2.806998 1.479372 0.0 0.0 0.0
O 1.661754 -0.217848 1.705590 -0.3 -0.2 0.0
N 1.196131 0.092464 2.924680 0.1 0.1 0.0
C 1.157828 1.384605 3.283268 0.0 0.0 0.0
C 0.822960 1.737422 4.572625 0.0 0.0 0.0
C 0.522166 0.745647 5.493441 0.0 0.0 0.0
C 0.561157 -0.583601 5.092952 0.0 0.0 0.0
C 0.911045 -0.889253 3.796421 0.0 0.0 0.0
H 1.415476 2.082391 2.500811 0.0 0.0 0.0
H 0.810063 2.784139 4.839134 0.0 0.0 0.0
H 0.269724 1.001336 6.513170 0.0 0.0 0.0
H 0.344866 -1.389022 5.780106 0.0 0.0 0.0
H 1.004442 -1.890912 3.406266 0.0 0.0 0.0
C -2.041873 -1.635359 2.049346 0.0 0.0 0.0
P -1.633868 -0.413288 0.769624 0.3 0.1 -0.1
C -2.921243 -0.753875 -0.460140 -0.1 0.0 0.1
C -2.069664 1.192638 1.468701 0.0 0.0 0.0
C -2.406613 2.240288 0.608134 0.0 0.0 0.0
C -2.702647 3.493244 1.117959 0.0 0.0 0.0
C -2.664596 3.715126 2.489435 0.0 0.0 0.0
C -2.335529 2.679457 3.349388 0.0 -0.1 0.0
C -2.037837 1.420593 2.842644 -0.1 0.0 0.0
H -3.078958 -1.487599 2.355480 0.0 0.0 0.0
H -1.404726 -1.557308 2.924324 0.0 0.0 0.0
H -1.931855 -2.635493 1.630570 0.0 0.0 0.0
H -3.889450 -0.747444 0.042874 0.0 0.0 0.0
H -2.753503 -1.734262 -0.907055 0.0 0.0 0.0
H -2.932954 -0.004696 -1.244470 0.0 0.0 0.0
H -2.443584 2.082344 -0.462652 0.0 0.0 0.0
H -2.976258 4.296193 0.446435 0.0 0.0 0.0
H -2.907535 4.692089 2.884848 0.0 0.0 0.0
H -2.329882 2.844535 4.418966 0.0 0.0 0.0
H -1.807564 0.615985 3.531227 0.0 0.0 0.0
```
Positions in Å, forces in eV/Å.